Formula: C8H7Cl2N
Source: the Open Molecules 2025 dataset
Level of theory: ωB97M-V/def2-TZVPD

```
18
Properties=species:S:1:pos:R:3:lowdin_charge:R:1
C -2.2597 -0.2429 0.7136 -0.114
C -1.8122 -1.5302 0.5760 -0.091
C -1.4963 0.8310 0.4106 -0.060
C -0.5290 -1.7332 0.1566 -0.059
C -0.2104 0.6830 -0.0724 -0.128
C 0.2652 -0.6521 -0.2089 -0.218
C 0.8808 1.7330 -0.3906 -0.370
C 1.6555 -0.8080 -0.7621 -0.532
N 2.0938 1.2024 -0.7930 -0.402
Cl 2.8106 -1.7445 0.0597 0.698
Cl 3.2678 1.5729 0.5331 0.480
H -3.3360 -0.1095 1.0382 0.130
H -2.3099 -2.4875 0.8365 0.123
H -2.0761 1.7690 0.5250 0.128
H -0.0932 -2.6914 0.0895 0.097
H 0.6320 2.3328 -1.3258 0.137
H 0.8345 2.5352 0.4031 0.113
H 1.6826 -0.6599 -1.7892 0.067
```

Total charge: 0
Energy above the lowest of the compared OMol25 structures with the same formula, charge and spin, kcal per mole: 14.22
HOMO-LUMO gap, eV: 9.10